[1]
Below is C5H7AgFO4 as an isolated structure, with properties calculated with ωB97M-V/def2-TZVPD.

XYZ file:
```
18
Properties=species:S:1:pos:R:3:forces:R:3:mulliken_spin:R:1
Ag -0.718 -1.801 -6.340 0.749 0.767 1.757 0.000
O 0.939 -0.573 -4.755 0.038 0.119 -0.589 0.000
C 0.252 -0.681 -3.711 -0.725 -1.123 -1.239 0.003
O -0.842 -1.293 -3.664 -0.306 -0.008 -0.005 0.000
O 0.771 -0.136 -2.596 0.665 0.508 0.543 0.000
C 0.092 -0.363 -1.369 -1.167 -0.662 0.354 0.005
H -0.918 0.072 -1.410 0.265 -0.165 0.037 0.001
H -0.007 -1.444 -1.187 -0.019 0.358 -0.050 0.000
C 0.899 0.284 -0.277 -0.455 0.280 2.723 0.057
H 1.884 -0.172 -0.125 -0.417 0.112 0.073 0.002
H 0.974 1.374 -0.383 -0.093 -0.419 0.173 0.002
F 0.181 0.111 1.214 1.721 0.328 -4.433 -0.057
O -1.024 -1.104 3.729 0.226 0.676 -0.087 0.185
C -0.595 -0.044 3.416 -0.448 -0.974 0.557 0.592
C -0.499 1.206 4.229 0.013 0.457 0.198 0.228
H -0.986 2.022 3.677 0.161 -0.236 0.175 -0.011
H 0.561 1.470 4.338 -0.289 -0.075 -0.048 -0.012
H -0.965 1.072 5.215 0.082 0.056 -0.138 0.004
```
Positions in Å, forces in eV/Å.

Computed properties:
Multiplicity ... 2
Kohn-Sham gap (spin up / spin down) ... 4.540 / 6.984 eV
E_LUMO (spin up / spin down) ... -2.2 / -2.2 eV

=====

[2]
Below is one molecule with the formula BrClH4Si2, with properties calculated with ωB97M-V/def2-TZVPD.

XYZ file:
```
8
Properties=species:S:1:pos:R:3:forces:R:3:nbo_charge:R:1
Si -1.153 -0.282 -0.010 -0.781 1.025 -0.431 0.366
Si 1.034 0.313 -0.103 2.418 -1.802 -0.181 0.807
Cl 2.412 -1.829 0.045 -1.687 2.617 -0.347 -0.488
Br 1.798 1.412 1.714 -0.446 -0.377 -1.026 -0.238
H -1.801 1.023 -0.185 0.176 0.707 0.186 -0.123
H -1.809 -0.859 -1.147 0.250 -0.937 -0.840 -0.101
H -1.745 -0.762 1.173 -0.142 -0.751 1.338 -0.111
H 1.263 0.984 -1.486 0.211 -0.482 1.301 -0.111
```
Positions in Å, forces in eV/Å.

Computed properties:
Relative energy (zero: lowest compared OMol25 entry of this formula, charge and spin) ... 1.5859 eV
SMILES ... [SiH3][Si@H](Cl)Br
Kohn-Sham gap ... 9.968 eV
E_LUMO ... -0.6 eV

=====

[3]
Below is a 3-piece molecular cluster, C19H24IN4O5P overall, with properties calculated with ωB97M-V/def2-TZVPD.

XYZ file:
```
54
Properties=species:S:1:pos:R:3:forces:R:3:nbo_charge:R:1
N -1.835 -0.211 -0.545 0.250 -0.244 -0.175 -1.330
P -2.094 -1.677 -1.027 0.054 0.441 0.213 1.367
C -0.672 -2.754 -1.440 0.892 0.220 -0.091 -0.373
C -0.048 -2.429 -2.842 -0.319 -0.217 0.017 -0.400
C 1.164 -1.557 -2.505 -0.444 0.524 0.011 -0.343
C 2.255 -1.227 -3.516 0.086 -0.156 -0.011 -0.392
C 2.717 -2.362 -4.442 0.208 -0.018 0.010 -0.447
C 1.722 -2.712 -5.561 -0.055 0.133 -0.017 -0.500
I 1.186 -4.789 -5.662 0.015 -0.012 0.006 0.052
C 1.619 -2.236 -1.234 -0.125 -0.165 0.119 0.711
O 2.737 -2.548 -0.903 -0.056 0.289 0.178 -0.587
N 0.457 -2.497 -0.507 -0.072 -0.627 -0.420 -0.650
H -0.847 0.014 -0.454 -0.108 -0.016 0.068 0.381
H -2.858 -2.440 -0.124 -0.077 -0.125 -0.045 -0.083
H -2.870 -1.776 -2.196 -0.131 -0.138 -0.007 -0.079
H -0.950 -3.813 -1.418 -0.218 0.187 0.108 0.231
H 0.242 -3.386 -3.287 0.043 0.203 -0.058 0.226
H -0.765 -1.943 -3.511 0.091 -0.050 0.075 0.220
H 0.721 -0.604 -2.166 0.348 -0.122 -0.058 0.247
H 3.125 -0.902 -2.930 -0.192 0.000 -0.114 0.246
H 1.939 -0.358 -4.110 0.052 -0.227 0.057 0.211
H 3.647 -2.031 -4.922 -0.155 -0.120 0.121 0.222
H 2.993 -3.245 -3.849 -0.165 0.200 -0.098 0.226
H 2.136 -2.517 -6.551 -0.104 0.060 0.163 0.229
H 0.774 -2.176 -5.465 0.211 -0.139 -0.031 0.215
H 0.568 -3.140 0.266 0.013 0.082 -0.009 0.404
O -3.271 5.637 4.854 -0.001 0.040 -0.001 -0.377
N -3.278 4.423 4.824 -0.007 0.002 -0.001 0.520
O -3.559 3.712 5.769 -0.008 -0.024 0.033 -0.383
C -2.917 3.765 3.556 0.013 0.013 -0.019 0.076
C -2.556 4.553 2.477 0.035 0.028 -0.030 -0.218
C -2.202 3.925 1.293 0.049 -0.071 0.031 -0.212
C -2.215 2.538 1.206 -0.015 0.092 -0.059 -0.182
C -2.590 1.772 2.300 -0.021 -0.007 0.017 -0.202
C -2.945 2.384 3.492 0.020 -0.090 -0.030 -0.226
H -2.550 5.628 2.569 -0.014 -0.002 0.045 0.248
H -1.901 4.520 0.441 -0.014 0.000 -0.013 0.225
H -1.938 2.037 0.288 -0.055 0.014 -0.018 0.250
H -2.598 0.694 2.216 0.003 -0.009 -0.026 0.232
H -3.237 1.808 4.357 -0.008 0.038 0.032 0.246
O 1.218 2.632 -0.058 0.037 -0.085 0.027 -0.369
N 1.669 1.520 0.129 -0.088 -0.055 0.251 0.523
O 2.205 0.834 -0.719 0.043 0.078 -0.367 -0.396
C 1.552 0.926 1.472 -0.010 -0.004 0.029 0.072
C 0.896 1.628 2.464 -0.005 0.006 0.086 -0.205
C 0.781 1.042 3.716 0.010 -0.005 -0.028 -0.210
C 1.318 -0.216 3.950 -0.020 0.021 0.010 -0.181
C 1.976 -0.899 2.935 -0.008 0.000 -0.003 -0.204
C 2.098 -0.330 1.679 0.056 -0.059 0.001 -0.217
H 0.481 2.602 2.259 -0.016 0.061 -0.040 0.254
H 0.268 1.570 4.507 -0.027 0.027 0.024 0.227
H 1.224 -0.667 4.929 0.002 0.003 0.010 0.220
H 2.400 -1.876 3.121 0.009 -0.008 -0.002 0.221
H 2.608 -0.845 0.877 -0.004 0.034 0.029 0.263
```
Positions in Å, forces in eV/Å.

Computed properties:
Relative energy (zero: lowest compared OMol25 entry of this formula, charge and spin) ... 0.0000 eV
SMILES ... N=[PH2][C@H]1C[C@H](CCCI)C(=O)N1.O=[N+]([O-])c1ccccc1.O=[N+]([O-])c1ccccc1
Kohn-Sham gap ... 8.798 eV
E_LUMO ... -0.6 eV

=====

| no. | molecular weight (g mol⁻¹) |
| --- | --- |
| 1 | 257.973 |
| 2 | 175.561 |
| 3 | 546.302 |